DFT (ωB97M-V/def2-TZVPD) results for C2H11N5 in the gas phase in a non-equilibrium geometry.

Geometry as ORCA input:
```
! wB97M-V def2-TZVPD RIJCOSX def2/J DEFGRID3
* xyz 0 1
C -0.934 -1.109 0.301
C 2.163 0.504 0.755
N 0.498 0.961 0.158
N 0.395 -0.453 0.159
N 0.129 1.407 -1.154
N -1.561 -1.391 -0.969
N -1.764 -0.287 1.112
H 0.948 -0.923 -0.559
H -0.742 -2.067 0.797
H 0.919 1.762 -1.699
H -0.517 2.188 -1.068
H -1.286 -2.255 -1.422
H -1.514 0.433 1.786
H -2.484 0.265 0.657
H -1.672 -0.565 -1.548
H 2.669 -0.456 0.653
H 2.770 1.247 0.243
H 1.982 0.738 1.798
*
```

Properties
SMILES string: CN(N)NC(N)N
HOMO energy (eV): -7.820
Maximum force (eV/Å): 4.047
Calculated total energy (eV): -9697.957